Record 1
This record from OMol25 describes one molecule with the formula C6H9N. The level of theory is the ωB97M-V functional and the def2-TZVPD basis.

The geometry in XYZ format:
```
16
Properties=species:S:1:pos:R:3:forces:R:3
C -0.012 -0.533 -1.730 0.05 -0.20 -0.32
C -0.321 -0.221 -0.302 -0.46 0.25 -0.18
C -1.700 -0.467 0.067 -1.52 -0.49 -0.91
N -2.815 -0.715 0.223 0.55 0.21 0.25
C 0.532 -0.908 0.782 0.04 1.48 1.28
C 0.643 0.655 1.375 1.20 -0.51 0.16
C 0.021 1.216 0.127 0.27 0.26 0.37
H -0.608 0.114 -2.372 -0.04 -0.17 -0.19
H -0.212 -1.582 -1.923 -0.03 -0.11 -0.34
H 1.044 -0.318 -1.916 -0.08 -0.09 0.00
H 1.366 -1.575 0.367 -0.54 1.71 0.93
H 0.044 -1.408 1.591 -0.80 -1.10 -0.29
H 0.239 1.219 2.257 0.16 -1.97 -0.03
H 1.681 0.758 1.364 1.76 1.07 0.32
H -0.808 1.867 0.351 -0.52 0.03 -0.24
H 0.752 1.815 -0.407 -0.05 -0.37 -0.81
```
Forces are in eV/Å.

- SMILES: CC1(C#N)CCC1
- Kohn-Sham gap: 0.4064 Eh
- ΔE to the lowest compared entry with this formula, charge and spin: 56.8 kcal/mol

=====

Record 2
This record from OMol25 describes a 2-piece molecular cluster, C5H16N2O overall. The level of theory is the ωB97M-V functional and the def2-TZVPD basis.

The geometry in XYZ format:
```
24
Properties=species:S:1:pos:R:3:forces:R:3
C 1.950 0.097 -0.468 -0.47 -2.25 1.54
C 0.598 -0.490 -0.844 0.87 -1.44 -2.29
C -0.380 0.629 -1.061 -2.27 0.69 -1.39
C -0.605 1.541 0.188 -1.70 0.46 -0.88
C -2.480 0.668 1.652 2.47 -1.40 0.48
N -1.231 0.722 1.226 -2.41 -0.25 2.78
N 0.804 -1.216 -2.376 1.07 1.60 0.91
H 1.714 0.731 0.424 1.23 -1.40 -0.10
H 2.706 -0.749 -0.428 -0.60 1.45 0.83
H 2.291 0.831 -1.132 0.31 0.87 -1.58
H 0.218 -1.487 -0.316 0.85 2.62 -0.52
H -1.319 0.156 -1.504 0.52 0.84 1.19
H -0.172 1.387 -1.878 0.80 -1.12 0.74
H -1.376 2.438 -0.121 2.47 -2.00 0.98
H 0.398 1.765 0.680 -1.65 0.84 -1.07
H -2.726 0.052 2.565 0.74 0.61 -1.02
H -3.358 1.067 1.196 -0.05 0.89 -0.77
H -0.524 0.198 1.857 -1.11 0.37 -0.72
H 0.791 -0.577 -3.241 0.22 -1.14 1.67
H 0.106 -1.913 -2.441 -1.39 -0.74 -0.56
H 1.668 -1.786 -2.302 -0.12 0.77 -0.45
H -0.090 -1.859 2.527 -2.22 -3.28 -1.05
H 0.758 -1.184 3.255 3.74 0.42 4.60
O 0.259 -1.020 2.541 -1.30 2.60 -3.32
```
Forces are in eV/Å.

- Net charge: +2
- Kohn-Sham gap: 0.4319 Eh
- ΔE to the lowest compared entry with this formula, charge and spin: 57.6 kcal/mol

=====

Record 3
This record from OMol25 describes an isolated ion of composition C3H4O3P and charge -1. The level of theory is the ωB97M-V functional and the def2-TZVPD basis.

The geometry in XYZ format:
```
11
Properties=species:S:1:pos:R:3:forces:R:3
O -2.299 -0.259 1.307 0.81 0.38 -0.10
P -1.563 -0.049 0.022 1.34 -1.27 1.01
O -2.327 -0.097 -1.223 -0.59 0.36 -1.60
C -0.036 -1.210 -0.113 -1.55 3.06 0.88
C 1.032 -0.490 0.105 0.64 1.81 -0.86
C 0.881 1.046 0.048 -2.22 -2.42 -0.73
O -0.544 1.312 0.051 0.75 -0.31 0.57
H 0.122 -2.209 -0.260 -0.45 -2.65 -0.17
H 2.027 -0.872 0.127 0.79 -0.34 0.04
H 1.455 1.432 0.846 0.12 1.18 1.12
H 1.253 1.395 -0.909 0.36 0.19 -0.15
```
Forces are in eV/Å.

- Net charge: -1
- SMILES: O=[P@]1([O-])C=CCO1
- Kohn-Sham gap: 0.3160 Eh
- ΔE to the lowest compared entry with this formula, charge and spin: 0.0 kcal/mol

=====

Record 4
This record from OMol25 describes one molecule with the formula C2H4N2S3. The level of theory is the ωB97M-V functional and the def2-TZVPD basis.

The geometry in XYZ format:
```
11
Properties=species:S:1:pos:R:3:forces:R:3
S 0.207 1.527 -2.509 -0.06 -0.17 0.16
C -0.074 0.489 -1.229 -0.44 0.19 0.47
N -1.101 0.744 -0.348 0.60 -0.41 -0.44
S -1.530 -0.056 1.103 0.21 0.01 -0.13
C 0.124 -0.586 1.566 -0.11 -0.32 0.07
S 0.785 -1.689 0.304 -0.15 0.27 -0.13
N 0.750 -0.564 -1.000 0.41 -0.07 -0.22
H -1.540 1.632 -0.506 -0.05 0.22 -0.05
H 0.004 -1.185 2.475 0.08 0.09 -0.13
H 0.798 0.245 1.744 0.00 0.15 0.03
H 1.578 -0.557 -1.599 -0.49 0.02 0.35
```
Forces are in eV/Å.

- SMILES: S=C1NSCSN1
- Kohn-Sham gap: 0.3149 Eh
- ΔE to the lowest compared entry with this formula, charge and spin: 7.1 kcal/mol

=====

One value per record, in order, for LUMO: 0.84, -7.91, 4.01, 0.28 eV.